Formula: C44H124N8O14
Source: the Open Molecules 2025 dataset
Level of theory: wB97M-V/def2-TZVPD

Energy relative to the best compared isomer or geometry (same formula, charge and spin) in kJ/mol: 510.6
E_HOMO in eV: -9.03
Energy in eV: -88214.73460
Molar mass in g/mol: 989.5

Geometry as XYZ:
```
190
Properties=species:S:1:pos:R:3:forces:R:3
C -18.212 13.480 -6.948 0.11 -0.86 0.34
C -19.589 13.807 -7.495 -0.30 -1.59 1.03
O -19.512 14.751 -8.489 -0.19 1.79 -0.88
H -17.676 14.358 -6.588 -0.07 0.08 -0.26
H -17.611 12.920 -7.664 0.08 0.49 -0.43
H -18.229 12.770 -6.121 -0.46 0.09 0.31
H -20.292 14.120 -6.723 0.24 0.24 0.46
H -20.116 12.954 -7.922 0.42 -0.65 0.05
H -20.064 15.463 -8.157 0.18 0.41 -0.63
C -17.168 12.743 -16.153 0.03 1.72 0.50
C -17.782 13.635 -15.038 0.45 -1.09 0.51
O -16.883 13.718 -13.918 0.25 -0.33 -0.42
H -17.889 12.780 -16.969 0.09 -0.45 -0.11
H -16.910 11.734 -15.833 -0.39 0.10 0.11
H -16.252 13.219 -16.504 0.08 -0.06 -0.10
H -18.693 13.119 -14.733 -0.29 0.19 0.18
H -18.028 14.653 -15.337 -0.01 -0.11 -0.54
H -17.307 14.142 -13.168 -0.20 0.04 -0.10
C -16.163 20.975 -14.229 -0.66 -1.10 -0.06
C -15.192 19.890 -13.666 -0.97 2.28 -0.53
O -14.074 20.704 -13.356 1.19 -0.57 0.61
H -17.122 20.542 -14.512 -0.20 -0.01 -0.04
H -15.801 21.544 -15.085 0.41 -0.35 0.01
H -16.345 21.703 -13.438 -0.01 -0.10 0.09
H -14.908 19.096 -14.356 -0.07 0.12 -0.05
H -15.658 19.476 -12.772 0.15 -0.28 0.01
H -14.024 20.804 -12.402 0.16 0.00 -0.01
C -8.998 13.067 -11.722 0.27 -0.15 -0.23
C -10.451 12.916 -12.121 0.81 -0.64 1.04
O -10.715 13.844 -13.131 -0.77 0.49 0.03
H -8.705 12.406 -10.906 -0.04 -0.33 -0.23
H -8.746 14.067 -11.367 -0.36 0.18 -0.15
H -8.407 12.887 -12.620 0.32 -0.13 0.18
H -11.053 13.021 -11.219 -0.40 0.51 0.01
H -10.687 11.912 -12.475 0.32 -0.31 -0.11
H -11.664 13.970 -13.062 -0.14 0.39 -0.55
C -5.410 15.670 -4.663 0.01 -0.88 -0.11
C -5.382 14.244 -4.098 0.08 0.07 0.90
O -5.165 14.349 -2.689 0.34 0.30 0.56
H -5.314 15.630 -5.748 -0.25 0.10 -0.06
H -4.518 16.180 -4.299 -0.05 0.01 0.13
H -6.294 16.232 -4.362 0.04 -0.10 -0.05
H -4.557 13.677 -4.527 0.10 0.02 -0.27
H -6.269 13.611 -4.130 -0.39 0.44 -1.15
H -5.580 13.596 -2.263 0.11 0.04 0.05
C -12.572 18.366 -6.998 0.36 -1.18 0.31
C -12.814 19.678 -6.318 0.10 -0.40 0.10
O -13.019 20.619 -7.290 -0.54 1.62 -2.21
H -11.624 18.267 -7.526 0.10 0.38 0.08
H -13.339 18.045 -7.703 -0.27 0.40 0.12
H -12.565 17.631 -6.193 0.11 -0.34 -0.06
H -11.930 19.997 -5.767 -0.08 -0.42 0.75
H -13.717 19.567 -5.717 0.14 0.08 0.58
H -13.290 21.481 -6.965 0.06 -0.12 0.32
C -20.958 21.662 -8.013 -1.06 0.91 -0.67
C -22.501 21.779 -8.249 1.67 0.10 -0.36
C -22.958 22.218 -9.684 0.74 -0.52 1.24
O -24.331 21.985 -9.834 -1.57 0.53 -0.44
C -25.240 22.808 -9.103 0.20 0.21 0.58
N -23.030 20.458 -8.060 -0.66 -0.39 0.02
H -20.786 21.357 -6.981 0.06 0.13 -0.02
H -20.534 22.647 -8.208 0.44 -0.01 0.23
H -20.494 20.926 -8.669 -0.19 0.01 -0.08
H -22.884 22.445 -7.475 -0.11 0.55 -0.13
H -22.493 21.506 -10.367 0.11 0.13 -0.16
H -22.682 23.234 -9.965 0.06 0.16 0.19
H -26.278 22.704 -9.419 0.25 -0.64 -0.45
H -25.074 23.884 -9.155 0.64 0.13 -0.37
H -25.217 22.569 -8.040 0.06 -0.18 0.19
H -23.224 20.354 -7.074 -0.13 -0.40 0.09
H -23.912 20.511 -8.548 -0.52 -0.74 0.15
C -14.619 6.040 -1.780 -1.04 0.77 0.84
C -15.557 6.491 -2.914 0.75 1.07 -1.61
C -14.758 7.128 -4.136 0.72 -0.04 2.42
O -13.908 8.237 -3.626 -1.13 -2.17 -1.17
C -13.067 8.626 -4.693 -0.54 0.66 0.29
N -16.409 5.398 -3.337 0.21 -0.66 0.08
H -15.268 5.734 -0.959 -0.15 -0.24 0.05
H -14.079 6.882 -1.348 0.22 0.03 -0.41
H -13.934 5.205 -1.925 -0.04 0.10 -0.73
H -16.245 7.285 -2.623 0.25 0.11 0.72
H -15.368 7.488 -4.965 -0.37 0.15 0.17
H -14.153 6.304 -4.514 0.52 0.06 -0.23
H -13.673 8.750 -5.590 -0.03 0.38 -0.25
H -12.306 7.895 -4.967 0.29 -0.09 0.41
H -12.673 9.586 -4.360 0.44 -0.10 -0.44
H -16.833 5.537 -4.243 -0.08 0.23 -0.07
H -15.849 4.560 -3.406 -0.02 -0.26 -0.07
C -11.749 27.608 -10.500 -0.83 0.07 -0.37
C -12.890 28.568 -10.861 1.54 -0.06 -0.38
C -13.926 27.915 -11.752 -0.73 0.55 0.17
O -14.877 28.884 -12.183 -0.01 1.31 -0.37
C -15.961 28.336 -12.907 0.12 -1.10 0.54
N -13.438 29.152 -9.649 -0.59 0.05 -0.29
H -12.186 26.681 -10.125 0.31 -0.13 0.15
H -11.128 28.081 -9.739 0.06 -0.19 -0.01
H -11.161 27.426 -11.399 0.13 -0.23 0.14
H -12.378 29.375 -11.385 -0.20 0.11 -0.78
H -14.463 27.179 -11.152 0.01 -0.47 0.04
H -13.491 27.457 -12.641 0.30 -0.25 0.08
H -16.451 27.675 -12.192 -0.35 -0.54 -0.34
H -15.620 27.795 -13.789 0.21 -0.38 0.02
H -16.748 28.983 -13.296 0.58 0.96 0.51
H -12.697 29.748 -9.310 0.14 0.04 0.51
H -14.094 29.819 -10.030 -0.68 0.26 0.38
C -12.241 14.307 7.380 0.60 -0.17 0.59
C -13.057 14.679 6.175 -0.12 -0.28 -0.88
C -12.553 14.079 4.874 1.01 0.56 -0.73
O -13.130 14.665 3.690 -0.33 -0.21 0.40
C -12.727 13.967 2.504 -0.39 0.52 0.81
N -14.434 14.240 6.398 -0.09 0.82 -0.03
H -12.202 13.236 7.579 -0.09 -0.21 -0.31
H -12.701 14.724 8.276 -0.03 0.19 -0.12
H -11.210 14.658 7.334 0.05 0.07 -0.10
H -12.952 15.750 5.996 -0.58 0.26 0.36
H -12.692 12.998 4.884 -0.02 -0.29 -0.09
H -11.492 14.316 4.788 0.46 -0.40 0.15
H -11.653 13.786 2.558 0.06 -0.33 -0.20
H -12.939 14.583 1.630 -0.02 0.18 0.20
H -13.324 13.059 2.417 0.31 -0.34 -0.06
H -15.004 14.812 5.791 -0.45 -0.11 -0.08
H -14.470 13.305 6.018 -0.38 -0.27 0.08
C -18.868 17.501 0.026 -0.60 -0.87 -0.09
C -19.451 16.559 1.102 -0.87 -0.21 -1.06
C -19.730 15.075 0.570 -0.29 2.50 1.04
O -21.012 15.128 -0.069 0.64 -0.88 0.14
C -21.389 13.820 -0.504 0.17 0.45 0.43
N -18.656 16.634 2.287 1.11 -0.49 0.66
H -18.102 16.919 -0.487 0.13 0.22 -0.32
H -18.390 18.378 0.463 -0.19 0.04 0.05
H -19.645 17.805 -0.675 0.19 0.03 -0.19
H -20.388 16.944 1.504 -0.58 -0.21 -0.80
H -19.709 14.471 1.477 -0.38 -0.40 -0.02
H -18.940 14.723 -0.093 0.03 0.01 -0.32
H -21.418 13.132 0.341 -0.02 -0.10 0.21
H -20.641 13.438 -1.199 -0.14 -0.09 -0.35
H -22.391 13.858 -0.931 0.22 0.14 -0.18
H -18.742 17.605 2.553 0.07 0.11 0.57
H -17.690 16.573 1.999 0.53 -0.27 0.23
C -14.103 25.044 -1.928 0.25 -0.51 0.30
C -13.535 26.240 -2.697 1.10 -0.59 -0.13
C -11.971 26.324 -2.766 -0.68 0.51 0.52
O -11.453 26.297 -1.475 0.12 -0.21 1.48
C -10.105 26.701 -1.270 -0.65 -0.50 -0.71
N -13.983 26.128 -4.073 -0.59 0.15 -0.51
H -15.160 24.860 -2.118 -0.25 0.65 0.00
H -13.953 25.095 -0.849 0.01 0.28 -0.04
H -13.693 24.080 -2.229 0.60 0.15 -0.28
H -13.911 27.173 -2.279 0.19 0.08 0.51
H -11.706 27.297 -3.181 -0.08 0.25 -0.55
H -11.526 25.554 -3.397 -0.20 -0.33 -0.15
H -9.907 27.646 -1.777 0.03 0.30 0.14
H -9.429 25.960 -1.697 0.22 -0.15 0.00
H -9.935 26.764 -0.195 -0.09 0.12 -0.15
H -14.969 26.343 -4.035 -0.46 -0.38 -0.25
H -13.641 26.907 -4.618 0.47 0.15 -0.19
C -4.595 19.414 -14.172 0.74 0.50 -0.10
C -5.794 18.776 -13.480 1.06 -0.91 0.11
C -6.530 19.613 -12.468 0.42 0.27 0.22
O -5.724 19.843 -11.312 0.82 -0.23 -1.05
C -6.318 20.732 -10.427 -0.71 0.43 0.02
N -6.734 18.300 -14.467 -0.76 -0.01 -0.69
H -4.822 20.148 -14.946 -0.59 0.17 0.16
H -3.936 18.723 -14.697 -0.35 -0.64 0.05
H -3.896 19.894 -13.487 -0.32 0.11 0.38
H -5.422 17.946 -12.880 0.43 -0.28 0.11
H -7.389 19.023 -12.150 -0.49 0.21 -0.06
H -6.823 20.538 -12.965 -0.31 0.31 0.27
H -7.311 20.339 -10.208 -0.21 0.14 0.67
H -6.469 21.724 -10.852 0.00 0.21 -0.39
H -5.708 20.903 -9.540 0.00 -0.56 0.00
H -6.308 17.749 -15.198 0.37 0.18 -0.04
H -7.445 17.692 -14.086 -0.12 0.09 0.34
C -9.737 21.276 2.527 -0.62 0.39 0.97
C -9.807 21.977 3.928 0.40 1.02 -1.32
C -8.424 22.180 4.577 -0.79 -0.37 0.70
O -8.627 22.785 5.869 0.32 -0.08 0.60
C -7.434 22.920 6.675 -0.26 -0.42 -0.96
N -10.463 23.293 3.804 -0.34 -0.61 0.24
H -9.306 21.902 1.746 0.58 -0.05 0.22
H -10.750 21.110 2.161 -0.19 -0.04 0.26
H -9.281 20.289 2.610 0.31 0.16 -0.17
H -10.424 21.357 4.578 0.11 -0.02 0.17
H -7.795 22.861 4.005 0.17 -0.24 -0.40
H -8.021 21.171 4.663 0.71 0.02 0.23
H -7.578 23.446 7.619 -0.75 0.12 -0.28
H -6.682 23.471 6.110 0.21 -0.01 -0.06
H -7.047 21.937 6.943 0.13 -0.17 -0.15
H -10.185 23.806 4.628 -0.20 0.36 0.08
H -10.147 23.808 2.994 0.19 -0.07 -0.12
```
Forces are in eV/Å.

---

Formula: CH4N2O2
Source: the Open Molecules 2025 dataset
Level of theory: wB97M-V/def2-TZVPD

Charge: -2
Energy relative to the best compared isomer or geometry (same formula, charge and spin) in kJ/mol: 208.9
E_HOMO in eV: 2.54
Energy in eV: -8167.45256
Molar mass in g/mol: 76.1

Geometry as XYZ:
```
9
Properties=species:S:1:pos:R:3:forces:R:3
C -0.188 0.335 0.211 0.29 -0.73 -0.33
N 1.607 -0.554 -0.141 -2.13 2.20 -3.63
N -1.308 0.187 -0.744 0.70 -2.21 -0.57
O 2.613 0.328 -0.373 0.00 -0.37 0.40
O -2.469 -0.145 0.029 -0.36 0.09 -0.20
H -0.233 1.417 0.361 1.29 0.30 0.36
H -0.456 -0.146 1.190 0.10 -0.07 -0.64
H 1.523 -0.733 0.793 0.33 -0.50 3.54
H -1.090 -0.689 -1.326 -0.21 1.29 1.06
```
Forces are in eV/Å.